9
Properties=species:S:1:pos:R:3:forces:R:3:mulliken_charge:R:1 method="wB97M-V/def2-TZVPD" gap_ha=0.420 smiles="NS(=O)(=O)N=C=O" homo_energy_ev=-11.115 lumo_energy_ev=0.31
N 1.5399 -0.0585 -0.0186 0.2 2.0 -4.4 -0.409
S 0.1276 -0.7594 0.0736 -2.1 1.4 -1.5 1.199
O 0.2957 -1.5361 1.2284 -0.6 -1.1 1.2 -0.578
O -0.4705 -1.2534 -1.1339 1.3 -0.1 0.4 -0.584
N -0.8546 0.5817 0.3921 0.8 -0.6 0.8 -0.381
C -1.8649 0.9986 -0.1212 1.2 -0.3 0.6 0.633
O -2.7795 1.5557 -0.5121 -1.7 0.6 -0.8 -0.345
H 1.9391 0.6678 -0.6519 -1.3 -1.1 0.4 0.226
H 2.0672 -0.1964 0.7435 2.2 -0.8 3.3 0.240


86
Properties=species:S:1:pos:R:3:forces:R:3:lowdin_spin:R:1 method="wB97M-V/def2-TZVPD" gap_ha="0.231 / 0.232" homo_energy_ev="-7.232 / -7.283" lumo_energy_ev="-0.94 / -0.98" s2=8.756 multiplicity=6
Mn -0.8212 -0.9777 -1.2362 -0.3 -0.1 -0.6 4.642
Cl -6.4453 -4.3621 -4.2951 0.0 0.0 0.0 0.001
C -4.9331 -3.5903 -3.8960 0.0 0.0 0.0 0.003
C -4.2580 -2.8472 -4.8771 0.0 0.0 0.0 0.002
C -3.0745 -2.2295 -4.5853 0.0 0.0 0.0 0.004
C -2.4777 -2.2965 -3.2937 0.0 -0.1 0.1 0.010
O -1.3755 -1.6699 -3.0791 0.0 -0.1 0.0 0.069
C -3.1770 -3.0853 -2.3151 0.0 0.0 0.0 0.005
C -2.6831 -3.3156 -0.9922 0.0 -0.1 -0.1 0.017
N -1.5438 -2.8711 -0.5932 -0.1 0.3 0.1 0.032
C -1.0420 -2.9011 0.7024 0.0 0.1 0.2 0.006
C -1.9164 -2.6664 1.8650 0.0 0.0 -0.1 0.002
C -1.4444 -2.2472 3.0406 0.0 0.0 0.1 -0.002
C 0.0079 -2.3122 3.3786 0.0 -0.1 0.0 0.000
C 0.9105 -2.4867 2.1478 -0.1 0.0 0.0 0.002
C 2.7402 -0.8208 1.8629 0.0 0.0 0.1 0.004
C 3.1275 -1.3587 0.6978 -0.1 0.0 -0.1 0.001
C 2.2721 -2.0310 -0.2993 0.1 0.0 0.1 0.011
N 1.0926 -2.5623 -0.2948 0.1 -0.1 0.1 0.021
C 0.3008 -2.7469 0.8340 0.2 0.0 -0.1 0.014
C -4.4015 -3.7065 -2.6473 0.0 0.0 0.0 0.001
H -4.6881 -2.7659 -5.8670 0.0 0.0 0.0 0.000
H -2.5533 -1.6499 -5.3357 0.0 0.0 0.0 0.000
H -3.3070 -3.9247 -0.3311 0.0 0.0 0.0 0.002
H -2.9821 -2.6716 1.6846 0.0 0.0 0.0 0.000
H -2.1375 -1.9472 3.8191 0.0 0.0 0.0 0.000
H 0.1396 -3.1089 4.1154 0.0 0.0 0.0 0.000
H 3.4621 -0.3300 2.5085 0.0 0.0 0.0 0.000
H 4.1569 -1.2423 0.3782 0.0 0.0 0.0 0.000
H 2.7395 -2.0590 -1.2821 0.0 0.0 0.0 0.000
H -4.9189 -4.2875 -1.8932 0.0 0.0 0.0 0.000
C 2.2788 2.0645 0.6331 0.0 0.0 0.0 0.000
N 1.2842 1.1091 0.1445 0.2 0.0 0.1 0.003
P 0.8153 1.0306 -1.5000 0.0 0.0 0.2 0.026
C 2.3380 1.4141 -2.4222 -0.1 0.0 -0.1 0.005
C 3.1297 0.3762 -2.9060 0.0 -0.1 0.0 0.001
C 4.3070 0.6448 -3.5884 0.0 0.0 0.0 0.000
C 4.6978 1.9584 -3.8040 0.0 0.0 0.0 0.000
C 3.9031 3.0013 -3.3478 0.0 0.0 0.0 0.000
C 2.7264 2.7318 -2.6659 0.0 0.0 0.0 0.001
C -0.2201 2.4801 -1.8280 0.0 0.0 0.0 0.002
C -0.5238 3.4348 -0.8661 0.0 0.0 0.0 0.001
C -1.4194 4.4563 -1.1583 0.0 0.0 0.0 0.000
C -2.0105 4.5239 -2.4090 0.0 0.0 0.0 0.001
C -1.7174 3.5644 -3.3705 0.0 0.0 0.0 0.000
C -0.8346 2.5405 -3.0785 0.0 0.0 0.0 0.001
P 0.2435 0.2060 1.1630 -0.2 -0.2 0.0 0.024
C -0.3290 1.4672 2.3482 0.1 0.1 0.0 0.005
C 0.5094 2.0767 3.2878 0.0 0.0 0.0 0.001
C 0.0420 3.1024 4.0901 0.0 0.0 0.0 0.000
C -1.2761 3.5330 3.9672 0.0 0.0 0.0 0.000
C -2.1181 2.9284 3.0502 0.0 0.0 0.0 0.000
C -1.6478 1.8976 2.2434 0.0 0.0 0.0 0.001
C 1.3268 -0.9505 2.2657 0.0 -0.1 -0.1 0.004
C 2.0302 -3.4430 2.4784 0.0 0.0 0.0 0.001
C 2.7758 -3.4116 3.5846 0.0 0.0 0.0 0.000
C 2.7479 -2.3917 4.6387 0.0 0.0 0.0 0.000
C 1.9234 -1.3432 4.7215 0.0 0.0 0.0 0.000
C 0.8118 -1.0398 3.7553 0.1 0.0 0.1 0.000
H 1.8471 3.0440 0.8521 0.0 0.0 0.0 0.000
H 3.0701 2.1873 -0.1045 0.0 0.0 0.0 0.000
H 2.7382 1.6847 1.5430 0.0 0.0 0.0 0.000
H 2.8111 -0.6496 -2.7756 0.0 0.0 0.0 0.001
H 4.9096 -0.1715 -3.9647 0.0 0.0 0.0 0.000
H 5.6135 2.1689 -4.3411 0.0 0.0 0.0 0.000
H 4.1954 4.0275 -3.5287 0.0 0.0 0.0 0.000
H 2.1035 3.5492 -2.3246 0.0 0.0 0.0 0.000
H -0.0923 3.3736 0.1252 0.0 0.0 0.0 0.000
H -1.6642 5.1887 -0.3998 0.0 0.0 0.0 0.000
H -2.7184 5.3119 -2.6300 0.0 0.0 0.0 0.000
H -2.1999 3.5998 -4.3382 0.0 0.0 0.0 0.000
H -0.6457 1.7653 -3.8141 0.0 0.0 0.0 0.000
H 1.5331 1.7384 3.4058 0.0 0.0 0.0 0.000
H 0.7007 3.5659 4.8133 0.0 0.0 0.0 0.000
H -1.6423 4.3345 4.5959 0.0 0.0 0.0 0.000
H -3.1477 3.2470 2.9533 0.0 0.0 0.0 0.000
H -2.3234 1.4246 1.5461 0.0 0.0 0.0 0.000
H 2.1953 -4.2432 1.7651 0.0 0.0 0.0 0.000
H 3.5125 -4.1960 3.7116 0.0 0.0 0.0 0.000
H 3.4954 -2.5034 5.4157 0.0 0.0 0.0 0.000
H 2.0541 -0.6543 5.5489 0.0 0.0 0.0 0.000
H 0.2165 -0.2008 4.1015 0.0 0.0 0.0 0.000
O -4.1218 1.2885 -0.3261 0.0 -0.1 0.0 0.009
N -3.3099 0.3822 -0.3641 0.1 0.1 0.1 0.006
O -3.2161 -0.4795 0.5257 0.0 0.0 0.0 0.007
O -2.4778 0.3260 -1.3404 0.0 0.1 0.0 0.050


15
Properties=species:S:1:pos:R:3:forces:R:3:mulliken_charge:R:1 method="wB97M-V/def2-TZVPD" gap_ha=0.311 total_charge=-1 homo_energy_ev=-4.588 lumo_energy_ev=3.88
C 1.9468 -0.5147 0.8740 0.0 0.4 -0.9 -0.873
N 0.5338 -0.4177 0.6499 -0.2 -0.3 0.5 -0.110
C -0.2876 -1.5622 0.6615 -0.2 0.0 0.1 0.624
O -1.5358 -1.3437 0.4914 0.0 0.1 -0.1 -0.846
O 0.2468 -2.6666 0.8495 0.0 0.0 0.1 -0.754
H 2.4553 0.0051 0.0520 0.2 -0.1 0.0 0.266
H 2.1994 -1.5693 0.8324 0.1 -0.1 0.2 0.318
H 2.3181 -0.0523 1.7955 -0.2 -0.1 0.2 0.212
H 0.1343 0.4225 0.2734 0.0 0.1 0.0 0.251
H -0.3216 1.4658 -3.0109 -0.1 -0.1 0.1 0.300
H -1.0587 1.5184 -1.6317 0.2 0.2 0.0 0.399
O -0.4180 1.9901 -2.2125 0.0 0.1 -0.1 -0.682
H -1.9572 0.0586 0.1244 0.4 0.0 0.1 0.449
H -2.2553 1.6365 0.4769 0.1 -0.3 -0.1 0.229
O -2.0003 1.0295 -0.2258 -0.4 0.3 -0.2 -0.783


81
Properties=species:S:1:pos:R:3:forces:R:3:lowdin_spin:R:1 method="wB97M-V/def2-TZVPD" gap_ha="0.142 / 0.236" total_charge=-2 homo_energy_ev="0.392 / -2.182" lumo_energy_ev="4.25 / 4.24" s2=0.768 multiplicity=2
Ba 0.6964 0.1124 -0.2743 0.1 0.5 0.6 0.002
O -2.8924 1.6468 3.1266 0.0 0.0 0.0 0.041
C -2.1532 1.2287 2.0147 0.0 0.0 0.0 0.174
O -0.9427 1.5249 1.9827 -0.1 0.0 0.0 0.143
C -2.8882 0.5077 1.0475 0.0 0.0 0.0 0.146
C -4.2753 0.1903 1.1309 0.0 0.0 0.0 0.090
C -4.8538 -0.4931 0.0894 0.0 0.0 0.1 0.043
C -4.0993 -0.8579 -1.0439 0.0 0.0 0.0 0.177
C -2.7353 -0.5209 -1.0484 -0.2 -0.1 0.1 0.009
N -2.1574 0.1019 -0.0467 0.3 -0.1 -0.1 0.141
C -1.7926 -0.9068 -2.2151 -0.1 0.2 -0.2 -0.003
O -2.5952 -0.6792 -3.4552 0.1 -0.1 0.1 0.000
O -0.6942 -0.1572 -2.2713 -0.4 -0.2 -0.4 0.001
H -2.2299 2.1277 3.6355 0.0 0.0 0.1 0.002
H -4.8516 0.4833 1.9995 0.0 0.0 0.0 0.008
H -5.9103 -0.7380 0.1462 0.0 0.0 0.0 -0.001
H -4.5456 -1.3433 -1.9015 0.0 0.0 0.0 0.013
H -2.0985 0.0625 -3.8218 0.0 0.0 0.0 0.000
C -2.1934 -1.8794 3.3341 0.0 0.0 0.0 0.003
N -0.8892 -1.8331 2.7086 0.0 0.0 0.0 0.001
C -0.7907 -2.8359 1.6622 0.0 0.0 0.0 0.001
C 0.1549 -1.9458 3.7045 0.0 0.0 -0.1 0.000
C 1.5578 -1.6670 3.1963 0.1 0.0 0.0 0.000
N 1.8169 -0.3065 2.7552 0.0 0.0 -0.2 0.000
C 1.5435 0.7026 3.7545 0.0 0.0 0.0 0.001
C 3.1770 -0.2132 2.2506 0.0 0.0 0.0 0.000
H -2.3585 -2.8382 3.8682 0.0 0.0 0.0 0.000
H -2.9719 -1.7638 2.5798 0.0 0.0 0.0 0.002
H -2.2970 -1.0604 4.0484 0.0 0.0 0.0 0.001
H -0.8638 -3.8631 2.0745 0.0 0.0 0.0 0.000
H 0.1459 -2.7457 1.1058 0.0 0.0 0.0 0.000
H -1.6131 -2.6891 0.9582 0.0 0.0 0.0 0.000
H 0.1679 -2.9620 4.1508 0.0 -0.1 0.0 0.000
H -0.0880 -1.2634 4.5214 0.0 0.0 0.0 0.000
H 1.7819 -2.3089 2.3425 0.0 0.0 0.0 0.000
H 2.2616 -1.9419 4.0104 0.0 0.0 0.0 0.000
H 2.0731 0.5022 4.7085 0.0 0.0 0.0 0.000
H 0.4716 0.7789 3.9340 0.0 0.0 0.0 0.000
H 1.8673 1.6744 3.3782 0.0 0.0 0.0 0.000
H 3.9252 -0.4381 3.0363 0.0 0.0 0.0 0.000
H 3.3639 0.7978 1.8820 0.0 0.0 0.0 0.000
H 3.2940 -0.9161 1.4204 0.0 0.0 0.1 0.000
O 2.3013 2.2753 -0.2223 0.2 0.1 0.1 0.000
N 3.5977 2.3767 -0.3738 -0.1 0.0 0.1 0.000
C 4.2740 3.1085 0.5442 -0.1 -0.1 -0.2 0.000
C 5.6331 3.2786 0.4985 -0.1 0.0 0.0 0.000
C 6.3298 2.6620 -0.5463 0.0 0.0 0.0 0.000
C 5.6390 1.9259 -1.4727 0.0 0.0 0.0 0.000
C 4.2315 1.7455 -1.4325 0.1 0.1 0.1 0.000
S 3.3554 0.8458 -2.5507 0.0 -0.1 0.0 0.000
H 3.6137 3.5194 1.2927 0.1 0.1 0.1 0.000
H 6.1249 3.8662 1.2601 0.0 0.0 0.0 0.000
H 7.4068 2.7539 -0.6278 0.0 0.0 0.0 0.000
H 6.1510 1.4327 -2.2864 0.0 0.0 0.0 0.000
C -3.9173 -3.4613 -4.0927 -0.1 0.0 0.0 0.000
Ge -1.9813 -3.3931 -3.7755 0.3 0.2 0.1 0.000
C -1.4102 -5.2803 -3.5640 0.0 -0.1 0.0 0.000
C -0.9971 -2.7269 -5.3384 0.0 -0.1 -0.2 0.000
C -1.4711 -2.4283 -2.1566 -0.3 -0.2 0.0 0.000
H -4.1571 -4.2212 -4.8429 0.0 0.0 0.0 0.000
H -4.2676 -2.4848 -4.4280 0.0 0.0 0.0 0.000
H -4.4416 -3.7141 -3.1669 0.0 0.0 0.0 0.000
H -1.6977 -5.8584 -4.4494 0.0 0.0 0.1 0.000
H -1.8683 -5.7464 -2.6871 0.0 0.1 0.0 0.000
H -0.3242 -5.3429 -3.4503 -0.1 0.0 0.0 0.000
H -0.9685 -3.4862 -6.1278 0.0 0.1 0.0 0.000
H 0.0290 -2.4924 -5.0446 -0.1 0.0 0.0 0.000
H -1.4497 -1.8175 -5.7323 0.0 0.0 0.1 0.000
H -0.3950 -2.5505 -2.0065 0.0 0.0 0.0 0.000
H -1.9783 -2.9201 -1.3195 0.0 0.0 0.0 0.001
C 2.6002 -4.2843 0.4264 0.0 -0.2 0.0 0.000
C 2.8364 -2.9924 -0.3657 -0.1 0.2 -0.1 0.000
C 2.8275 -3.2920 -1.8685 0.0 -0.1 -0.1 0.000
O 1.9123 -2.0282 -0.0564 0.1 -0.3 0.1 0.000
H 3.3429 -5.0598 0.1945 0.0 0.1 0.0 0.000
H 1.6052 -4.6807 0.1918 0.0 0.0 0.0 0.000
H 2.6400 -4.0920 1.5026 0.0 0.0 0.0 0.000
H 3.8674 -2.6458 -0.1229 0.1 -0.1 0.0 0.000
H 1.8603 -3.7255 -2.1510 0.0 0.1 0.0 0.000
H 3.6174 -3.9961 -2.1652 0.0 0.0 0.0 0.000
H 2.9637 -2.3614 -2.4225 0.0 0.0 0.0 0.000


21
Properties=species:S:1:pos:R:3:forces:R:3:mulliken_charge:R:1 method="wB97M-V/def2-TZVPD" gap_ha=0.364 smiles=CC[C@@H](N)CN.O homo_energy_ev=-9.285 lumo_energy_ev=0.63
C -1.6789 1.6849 -0.1570 -1.7 -0.6 -0.5 -1.147
C -0.3713 0.9681 -0.3695 1.5 1.0 -1.3 -0.372
C 0.2490 0.2920 0.8227 0.6 -1.4 1.5 0.369
N -0.0822 -1.1937 0.8697 -0.5 1.6 -0.1 -0.738
C 1.7876 0.4452 1.0523 -0.3 1.0 -1.1 -0.953
N 2.3974 -0.5260 1.9759 -1.2 0.4 0.2 -0.603
H -2.0041 1.8240 0.8722 0.5 0.3 0.2 0.345
H -2.4940 1.0783 -0.5831 0.1 0.1 0.1 0.281
H -1.7510 2.6094 -0.7239 0.2 0.2 0.3 0.322
H -0.4840 0.2781 -1.2173 0.1 -0.2 0.3 0.267
H 0.3428 1.7038 -0.7965 -0.1 -0.2 0.4 0.296
H -0.1506 0.7820 1.7167 -0.4 -0.5 0.1 0.254
H -0.0166 -1.4657 -0.1067 0.2 -0.4 0.0 0.197
H -1.0856 -1.2065 1.0444 0.0 -0.3 0.1 0.268
H 1.9214 1.4870 1.3662 0.1 -0.1 0.3 0.302
H 2.2598 0.4642 0.0680 0.3 -0.6 -0.1 0.333
H 2.6241 -0.0785 2.8585 0.3 0.3 -0.2 0.268
H 1.5908 -1.0853 2.2548 0.3 -0.6 -0.3 0.317
O -1.1009 -2.4477 -3.9319 -0.5 -0.3 0.2 -0.646
H -0.2333 -2.5525 -3.5274 -0.2 -0.2 0.1 0.316
H -1.7201 -3.0611 -3.4881 0.8 0.5 -0.3 0.325